(1)
C20H18N3OTc | the ωB97M-V functional and the def2-TZVPD basis

Its total energy is -1092.7679 a.u. Its spin multiplicity is 4. As for the HOMO-LUMO gap (spin up / spin down): 5.8 / 4.7 eV. The net charge is +1.

CARTESIAN COORDINATES (ANGSTROEM)
C (0.3413, -1.3342, 0.8857)
C (-0.8900, -1.8073, 0.3652)
C (-0.6691, -2.4134, -0.9141)
H (-1.8308, -1.7443, 0.8946)
C (0.7273, -2.2210, -1.2316)
C (1.3722, -1.5497, -0.1541)
H (2.4573, -1.3509, -0.1019)
H (0.5376, -1.0169, 1.9058)
H (-1.4137, -2.9610, -1.5139)
H (1.2720, -2.6102, -2.0915)
C (-0.8754, 2.1599, -0.6287)
C (-0.6057, 1.5523, 0.6243)
C (0.8289, 1.2398, 0.6853)
H (-1.2923, 1.4251, 1.4606)
C (1.3998, 1.6162, -0.5817)
C (0.3429, 2.1783, -1.4097)
H (0.4521, 2.6057, -2.4235)
H (-1.8438, 2.5215, -0.9399)
H (1.4391, 0.9263, 1.5247)
H (2.4419, 1.5661, -0.9332)
Tc (0.0089, -0.0419, -0.8169)
O (-0.3052, 0.2067, -2.6986)
C (-1.2609, -0.4923, -3.4345)
C (-0.4425, -1.0530, -4.5967)
H (-1.8048, -1.3077, -2.9350)
H (-1.9710, 0.2850, -3.8106)
H (0.1282, -1.9361, -4.4029)
H (1.2491, -1.8463, -6.5871)
C (0.7851, -0.8611, -6.7320)
C (-0.0131, -0.3069, -5.6569)
C (-0.3784, 1.0657, -5.8218)
H (-0.8527, 1.5087, -4.9570)
C (-0.2090, 1.7512, -6.9998)
H (-0.5938, 2.7742, -7.0582)
C (0.3957, 1.1225, -8.1167)
H (0.4631, 1.6785, -9.0511)
C (0.9052, -0.2038, -7.9583)
H (1.3528, -0.6784, -8.8686)
N (-1.9888, -0.2102, 3.2787)
C (-1.7694, -0.1983, 4.4333)
N (-1.6490, -0.2126, 5.7290)
C (-0.5845, -0.4767, 6.4237)
N (0.3250, -0.7296, 7.1214)

---

(2)
C36H41ClGdN3PSSi | the ωB97M-V functional and the def2-TZVPD basis

Its total energy is -3815.4203 a.u. Its spin multiplicity is 8. As for the HOMO-LUMO gap (spin up / spin down): 7.6 / 6.7 eV. The net charge is +1.

CARTESIAN COORDINATES (ANGSTROEM)
Gd (-0.5566, 0.0109, -0.2425)
N (0.0252, 0.3494, 2.4779)
C (1.2682, 0.0500, 3.1553)
C (1.2801, -0.2279, 4.5140)
C (2.4784, -0.5167, 5.1516)
C (3.6667, -0.5088, 4.4359)
C (3.6537, -0.2273, 3.0775)
C (2.4552, 0.0432, 2.4228)
P (2.3162, 0.2672, 0.6301)
C (3.9687, -0.0344, -0.0437)
C (4.2548, -1.3249, -0.4852)
C (5.5139, -1.6377, -0.9763)
C (6.4917, -0.6551, -1.0402)
C (6.2110, 0.6365, -0.6130)
C (4.9549, 0.9475, -0.1133)
C (2.0620, 2.0620, 0.4097)
C (2.0520, 2.9778, 1.4593)
C (1.8258, 4.3249, 1.2131)
C (1.6022, 4.7678, -0.0825)
C (1.6097, 3.8624, -1.1359)
C (1.8402, 2.5171, -0.8931)
H (-0.7522, -0.0711, 2.9787)
H (-0.1485, 1.3545, 2.4953)
H (0.3526, -0.2176, 5.0744)
H (2.4825, -0.7421, 6.2098)
H (4.6026, -0.7289, 4.9313)
H (4.5795, -0.2382, 2.5156)
H (3.4860, -2.0895, -0.4492)
H (5.7284, -2.6422, -1.3162)
H (7.4728, -0.8942, -1.4293)
H (6.9733, 1.4024, -0.6688)
H (4.7435, 1.9575, 0.2169)
H (2.2412, 2.6436, 2.4733)
H (1.8395, 5.0289, 2.0352)
H (1.4373, 5.8201, -0.2759)
H (1.4455, 4.2037, -2.1497)
H (1.8615, 1.8179, -1.7212)
Cl (-2.6478, 0.8150, -2.3137)
C (-2.1641, -0.7652, -2.9655)
C (-3.1627, -1.6282, -3.3974)
C (-2.8080, -2.8865, -3.8374)
C (-1.4602, -3.2536, -3.8340)
C (-0.4876, -2.3623, -3.4375)
C (-0.7960, -1.0513, -3.0175)
C (0.2268, -0.0985, -2.5811)
H (-4.1975, -1.3130, -3.3724)
H (-3.5692, -3.5772, -4.1740)
H (-1.1723, -4.2447, -4.1602)
H (0.5548, -2.6559, -3.4649)
H (0.0581, 0.9021, -2.9858)
H (1.2322, -0.4388, -2.8267)
C (-4.0588, -2.2936, -0.0421)
Si (-2.3101, -2.1030, 0.5662)
C (-2.3166, -2.2515, 2.4381)
C (-1.2438, -3.4818, -0.1196)
C (-1.8105, -4.6856, -0.5515)
C (-1.0177, -5.7215, -1.0267)
C (0.3623, -5.5781, -1.0811)
C (0.9500, -4.3908, -0.6672)
C (0.1470, -3.3596, -0.2016)
H (-4.4997, -3.1595, 0.4629)
H (-4.0916, -2.4610, -1.1171)
H (-4.6744, -1.4240, 0.1952)
H (-2.8203, -3.1925, 2.6828)
H (-2.8539, -1.4405, 2.9356)
H (-1.3047, -2.3071, 2.8475)
H (-2.8858, -4.8211, -0.5250)
H (-1.4763, -6.6460, -1.3542)
H (0.9782, -6.3885, -1.4489)
H (2.0246, -4.2677, -0.7193)
H (0.6453, -2.4268, 0.0725)
C (-3.6968, 5.9860, 0.1173)
N (-2.8179, 4.8825, 0.4922)
C (-2.9458, 3.5664, 0.3238)
S (-1.6619, 2.5714, 0.8888)
N (-4.0071, 3.0003, -0.2527)
C (-5.2393, 3.5781, -0.7815)
H (-3.2796, 6.8860, 0.5604)
H (-4.6996, 5.8584, 0.5142)
H (-3.7367, 6.1273, -0.9613)
H (-1.9329, 5.1256, 0.9069)
H (-3.9579, 1.9945, -0.2342)
H (-5.0415, 4.3490, -1.5201)
H (-5.8791, 3.9699, 0.0074)
H (-5.7729, 2.7741, -1.2815)

---

(3)
C36H55ClO2P4Tc | the ωB97M-V functional and the def2-TZVPD basis

Its total energy is -3460.9712 a.u. Its spin multiplicity is 4. As for the HOMO-LUMO gap (spin up / spin down): 6.8 / 5.2 eV. The net charge is +2.

CARTESIAN COORDINATES (ANGSTROEM)
P (1.4511, 1.1059, -3.5050)
C (3.0673, 1.4558, -2.9695)
C (3.8546, 0.7867, -3.9473)
H (3.4043, -0.0504, -4.4911)
C (5.1106, 1.2717, -4.2058)
H (5.6922, 0.7978, -5.0025)
C (5.6136, 2.3455, -3.4572)
H (6.6091, 2.7132, -3.6848)
C (4.8576, 2.9381, -2.4220)
H (5.2915, 3.7573, -1.8524)
C (3.5729, 2.4921, -2.1458)
H (2.9587, 2.9067, -1.3387)
C (0.9630, -0.5850, -3.5260)
C (1.7017, -1.6914, -3.0257)
H (2.4910, -1.5345, -2.2863)
C (1.4004, -2.9536, -3.5263)
H (1.9384, -3.8276, -3.1530)
C (0.4369, -3.1048, -4.5293)
H (0.2496, -4.0853, -4.9662)
C (-0.3036, -2.0116, -5.0019)
H (-1.0395, -2.1113, -5.7936)
C (-0.0950, -0.7575, -4.4538)
H (-0.6608, 0.1258, -4.7665)
C (0.2379, 2.3556, -3.5124)
C (0.6457, 2.9568, -4.7314)
H (1.5757, 2.5984, -5.1895)
C (-0.1527, 3.9367, -5.2771)
H (0.1525, 4.3626, -6.2325)
C (-1.3036, 4.3451, -4.5900)
H (-1.9107, 5.1315, -5.0367)
C (-1.6818, 3.7751, -3.3594)
H (-2.5750, 4.1318, -2.8497)
C (-0.9173, 2.7490, -2.8008)
H (-1.1762, 2.2879, -1.8464)
Tc (0.0674, 0.0150, 2.1196)
C (-1.5419, -1.1641, 1.5574)
C (-1.8179, -1.4438, 0.2534)
H (-2.2034, -1.6288, 2.3312)
C (-1.0056, -0.7691, -0.8102)
O (-1.9082, 0.0328, -1.6412)
H (-1.4876, 0.4164, -2.4404)
C (-0.0736, -0.0315, 0.0307)
H (-0.5081, -1.5603, -1.4291)
C (0.7003, 0.8375, 0.6698)
Cl (2.0832, 1.3470, 2.9481)
P (-1.3368, 2.0483, 2.1538)
P (1.6666, -1.7984, 1.8398)
C (-0.8872, 3.2074, 3.4750)
H (0.1980, 3.3629, 3.4404)
H (-1.1729, 2.8018, 4.4500)
H (-1.4197, 4.1498, 3.2944)
C (-1.4816, 3.1496, 0.7123)
H (-2.2157, 2.7503, 0.0027)
H (-0.5095, 3.2284, 0.2135)
H (-1.7962, 4.1491, 1.0378)
C (-3.0564, 1.5538, 2.4705)
H (-3.0794, 0.8151, 3.2806)
H (-3.4614, 1.0941, 1.5594)
H (-3.6422, 2.4410, 2.7442)
C (2.5446, -2.0629, 3.3985)
H (1.8955, -2.6323, 4.0705)
H (2.7946, -1.0822, 3.8216)
H (3.4612, -2.6243, 3.1882)
C (0.8763, -3.4060, 1.5098)
H (0.4510, -3.4157, 0.4978)
H (0.0620, -3.5468, 2.2313)
H (1.6129, -4.2124, 1.6200)
C (3.0046, -1.7014, 0.6141)
H (3.3174, -0.6573, 0.4975)
H (2.6641, -2.0922, -0.3511)
H (3.8533, -2.2985, 0.9715)
P (-3.1667, -2.4879, -0.2921)
C (-3.8334, -3.5166, 1.0239)
C (-2.5388, -3.5552, -1.6163)
H (-4.1885, -2.8923, 1.8517)
H (-3.0618, -4.1901, 1.4151)
H (-4.6792, -4.1458, 0.7033)
H (-2.1888, -2.9296, -2.4493)
H (-3.2961, -4.2600, -2.0006)
H (-1.6850, -4.1287, -1.2277)
C (-4.5014, -1.4937, -0.9960)
H (-4.8152, -0.7540, -0.2480)
H (-5.3802, -2.0821, -1.3086)
H (-4.0949, -0.9566, -1.8618)
H (1.3889, 1.3995, 0.0412)
C (0.2790, -1.4743, 5.9796)
C (-0.1417, -0.1565, 5.3499)
C (-1.5626, 0.1979, 5.7605)
C (0.8537, 0.9399, 5.7159)
O (-0.2152, -0.4896, 3.9881)
H (0.1419, -1.4051, 7.0615)
H (1.3230, -1.6899, 5.7273)
H (-0.3335, -2.2763, 5.5484)
H (-1.5964, 0.3060, 6.8506)
H (-1.9129, 1.1187, 5.2762)
H (-2.2248, -0.6103, 5.4270)
H (1.8588, 0.6941, 5.3570)
H (0.6041, 1.9014, 5.2562)
H (0.8604, 1.0507, 6.8103)

---

Question: The highest net charge belongs to which entry?
Answer: C36H55ClO2P4Tc